Formula: C38H40BiCl2N2O2PS3
Source: OMol25
Level of theory: ωB97M-V with the def2-TZVPD basis set

Calculated values
E_HOMO in eV: -7.65
Gap between HOMO and LUMO in eV: 7.83
Energy above the lowest of the compared OMol25 structures with the same formula, charge and spin in kcal/mol: 13.2
LUMO level in eV: 0.19

The geometry in XYZ format:
```
89
Properties=species:S:1:pos:R:3:forces:R:3:lowdin_charge:R:1
Bi -0.424136 -0.067921 0.393311 0.14 0.12 0.05 1.42
Cl -0.989613 -7.360145 3.367639 0.01 -0.02 0.00 0.65
Cl -3.389232 -2.547779 3.240876 -0.01 0.00 0.00 0.71
S -2.883298 0.181307 -0.346184 0.16 -0.04 -0.06 0.53
S -1.102533 1.535028 2.256608 0.11 -0.11 0.04 0.61
S -0.757150 -2.301864 -2.240513 0.03 0.01 -0.02 0.67
P 2.719229 -0.654969 -2.628854 -0.12 0.00 0.11 1.01
O 1.570771 -2.307945 0.635223 -0.10 0.13 -0.06 -0.07
O -1.066392 -1.718861 1.762226 0.01 -0.12 0.06 -0.36
N 1.779354 1.484271 0.990676 -0.05 -0.02 -0.02 -0.26
N -0.507575 2.149544 -1.042863 -0.05 0.15 0.05 -0.26
C -3.303211 4.633714 -1.276121 0.01 -0.04 0.01 -0.08
C 2.641571 3.473962 4.024781 0.01 -0.02 -0.02 -0.09
C 2.914772 -2.475153 -2.601273 0.02 -0.08 -0.06 -0.27
C 4.371980 -0.058880 -2.139030 0.08 0.06 -0.04 -0.41
C 5.346440 -0.875850 -1.574109 -0.04 -0.03 0.02 -0.09
C 0.499050 3.068292 -0.462412 -0.02 -0.02 -0.06 -0.19
C 0.315155 2.886258 4.116853 -0.01 0.02 0.06 -0.12
C 1.414237 3.514091 4.672990 0.00 -0.01 -0.01 -0.09
C -4.214689 2.503808 -0.663472 -0.02 -0.01 0.01 -0.12
C 2.743839 2.800152 2.819970 -0.02 0.04 0.05 -0.03
C 0.111265 -3.831619 1.785634 -0.16 0.10 0.05 -0.13
C 2.679230 -0.329868 -4.429444 -0.01 -0.01 -0.04 -0.37
C 6.525098 -0.334270 -1.075356 0.04 0.00 0.01 -0.08
C -2.042881 -3.550965 2.831196 -0.01 0.05 -0.06 -0.58
C 1.639421 2.174501 2.248789 -0.05 0.05 -0.01 -0.29
C 1.308057 -0.270770 -6.420994 -0.02 -0.01 -0.03 -0.08
C 6.755030 1.029887 -1.146870 0.00 0.01 0.01 -0.09
C -0.977128 -2.958886 2.087581 0.08 -0.10 -0.10 -0.37
C 1.447716 -0.509823 -5.063344 0.00 0.04 0.00 -0.12
C 1.827977 2.401753 -0.154370 0.02 0.08 0.04 -0.18
C -0.626780 -4.080582 -2.008684 -0.01 -0.10 0.06 -0.39
C -2.946627 1.914188 -0.678384 -0.12 0.00 -0.03 -0.61
C 2.394406 0.168169 -7.166218 -0.03 0.00 0.01 -0.09
C 3.764649 0.097381 -5.188572 0.04 -0.03 -0.01 -0.09
C 0.096405 -5.181027 2.184872 -0.06 0.06 0.01 -0.08
C 0.399460 2.216216 2.892738 0.03 -0.01 -0.04 -0.57
C -0.172724 1.759368 -2.437091 -0.03 -0.06 0.03 -0.06
C -2.041740 -4.866417 3.210699 -0.02 -0.04 0.03 -0.12
C 3.621032 0.349816 -6.546273 0.03 -0.01 -0.02 -0.08
C 1.307173 -3.409293 1.086371 0.09 0.04 -0.04 -0.23
C 5.796651 1.856786 -1.721196 0.00 0.01 0.00 -0.08
C -2.370702 -2.199143 -3.024264 -0.13 0.00 -0.01 -0.42
C -0.963296 -5.690504 2.879264 0.00 -0.03 0.01 -0.68
C -4.396098 3.841315 -0.954479 -0.01 0.07 -0.01 -0.09
C 2.930977 0.574349 0.961556 0.01 0.00 0.12 -0.09
C 4.616583 1.316521 -2.201742 -0.01 -0.02 -0.03 -0.14
C -1.849074 2.719360 -0.987700 0.10 -0.03 0.04 -0.31
C -2.042098 4.064321 -1.294272 0.01 -0.03 0.05 -0.03
H 0.592682 -0.844554 -4.485571 0.00 -0.01 0.02 0.06
H 2.283058 0.368383 -8.224196 0.01 -0.01 0.01 0.10
H -3.428353 5.683326 -1.506843 0.00 -0.01 0.00 0.10
H -0.604015 -4.609400 -2.961357 -0.01 0.04 -0.02 0.04
H 0.939561 -5.814339 1.937462 0.01 0.00 0.00 0.11
H 0.304749 -4.271768 -1.478503 0.02 0.01 0.00 0.02
H 2.807826 -0.121330 0.135901 0.01 -0.04 -0.03 0.03
H -0.904969 2.172774 -3.130261 0.02 -0.01 -0.01 0.10
H 1.312108 4.031466 5.618382 0.01 -0.02 0.00 0.10
H -3.137201 -2.639913 -2.387738 0.02 -0.01 0.01 0.04
H 3.870592 1.972686 -2.639551 0.01 0.00 -0.01 0.10
H -2.878943 -5.266392 3.766325 0.00 0.01 0.00 0.11
H 0.699810 3.898618 -1.149451 0.01 -0.01 0.00 0.12
H -1.190535 4.679719 -1.550907 0.00 0.02 0.00 0.11
H 2.186602 1.829365 -1.011144 -0.08 -0.05 -0.05 0.07
H -2.602636 -1.141791 -3.138184 0.02 0.00 0.00 0.01
H -2.370370 -2.682779 -4.000987 0.04 -0.01 0.02 0.04
H 3.883630 1.102701 0.831767 -0.01 -0.01 0.00 0.09
H 3.777816 -2.818421 -3.174091 0.00 0.00 0.02 0.05
H -5.067460 1.888728 -0.405704 0.03 -0.02 0.00 0.10
H 0.813770 2.130640 -2.712668 0.04 0.01 0.00 0.08
H 3.509851 3.954811 4.455704 0.00 0.00 0.00 0.10
H 2.008881 -2.901303 -3.033668 0.01 0.02 -0.04 0.01
H -5.391094 4.266706 -0.922928 0.01 0.00 -0.01 0.10
H 0.073855 3.486932 0.450484 0.00 0.00 -0.01 0.12
H 2.962040 0.004021 1.888567 -0.01 0.00 -0.02 0.11
H 2.977760 -2.816252 -1.567602 0.02 0.02 0.03 0.03
H 7.673448 1.449551 -0.757103 0.00 0.00 -0.01 0.10
H 3.698629 2.753095 2.310199 0.00 0.01 0.00 0.11
H 4.732634 0.231911 -4.723559 0.01 0.02 0.02 0.10
H -1.451747 -4.451265 -1.400642 0.00 0.02 0.01 0.04
H 5.965689 2.924404 -1.786270 0.01 -0.01 0.00 0.10
H -0.635347 2.900444 4.635204 -0.01 0.02 -0.03 0.10
H 2.568445 3.195035 0.030141 0.00 -0.04 -0.02 0.14
H -0.148488 0.674189 -2.551003 -0.04 -0.03 -0.01 0.03
H 5.190440 -1.945002 -1.507740 -0.01 0.02 0.01 0.09
H 4.476218 0.683092 -7.120969 -0.01 0.00 0.00 0.10
H 7.266370 -0.985852 -0.629957 0.00 0.00 -0.01 0.10
H 2.055646 -4.219710 0.970874 -0.01 -0.01 0.00 0.13
H 0.345999 -0.420254 -6.895284 0.01 0.01 -0.01 0.10
```
Positions in Å, forces in eV/Å.



Formula: C7H14O4S
Source: OMol25
Level of theory: ωB97M-V with the def2-TZVPD basis set

Calculated values
E_HOMO in eV: -8.81
Gap between HOMO and LUMO in eV: 9.65
SMILES string: CCOCOC(=O)OCSCC
Energy above the lowest of the compared OMol25 structures with the same formula, charge and spin in kcal/mol: 25.9
LUMO level in eV: 0.84

The geometry in XYZ format:
```
26
Properties=species:S:1:pos:R:3:forces:R:3:lowdin_charge:R:1
S -3.971536 0.625293 -0.840323 0.35 -0.12 -0.16 0.91
O 0.001439 2.484404 -1.117474 0.74 5.20 -1.44 0.21
O 2.933745 -0.067355 -0.484338 -0.43 -0.37 0.14 -0.08
O -1.321617 0.934022 -0.346431 -1.03 -1.18 -0.43 -0.01
O 0.768424 0.457739 -0.927909 0.61 -1.53 0.74 0.10
C 4.842851 -1.334487 0.103150 -0.38 0.51 0.00 -0.06
C -4.148076 -1.776987 0.436662 0.34 0.75 -0.27 -0.17
C -3.901761 -0.282622 0.739045 -0.57 -0.52 0.02 -0.52
C 3.855094 -0.258666 0.568508 1.03 -1.08 -0.46 -0.27
C -2.437703 1.575633 -1.000393 -0.25 -0.01 0.68 -0.45
C -0.167640 1.388310 -0.816547 -0.54 -2.68 0.72 -0.68
C 1.894274 0.754433 -0.112185 0.41 0.82 0.03 -0.22
H 4.440830 0.640129 0.775760 -0.38 0.30 0.15 0.12
H 5.771917 -1.230443 0.655461 0.10 -0.24 0.09 0.07
H 2.207862 1.791990 -0.256991 -0.29 0.19 -0.13 0.15
H -2.235997 1.642751 -2.062705 -0.02 0.00 -0.20 0.09
H 4.410871 -2.320136 0.229745 0.09 -0.20 0.04 0.07
H -4.645514 -2.282394 1.258795 0.10 -0.08 0.14 0.07
H 1.601718 0.637452 0.939404 0.07 -0.33 0.03 0.15
H -3.210988 -2.259989 0.174060 0.01 -0.19 0.04 0.07
H 3.360232 -0.644817 1.461285 -0.20 0.42 0.19 0.12
H -4.744549 0.057051 1.332905 0.04 0.33 0.15 0.06
H -2.988837 -0.116753 1.298518 0.16 0.17 -0.14 0.07
H -2.573258 2.576294 -0.615117 0.13 0.16 0.24 0.09
H 5.044491 -1.183210 -0.952208 0.13 0.02 -0.14 0.08
H -4.786269 -1.807641 -0.440678 -0.21 -0.34 -0.04 0.04
```
Positions in Å, forces in eV/Å.



Formula: C4H8N2O
Source: OMol25
Level of theory: ωB97M-V with the def2-TZVPD basis set

Calculated values
E_HOMO in eV: -7.85
Gap between HOMO and LUMO in eV: 8.41
SMILES string: [H]/N=C/N(O)C(=C)C
Energy above the lowest of the compared OMol25 structures with the same formula, charge and spin in kcal/mol: 123.4
LUMO level in eV: 0.56

The geometry in XYZ format:
```
15
Properties=species:S:1:pos:R:3:forces:R:3:lowdin_charge:R:1
O -0.690962 -0.643427 1.677562 1.05 -3.05 0.41 -0.01
N -0.547709 -0.311046 0.345783 -0.64 1.07 0.14 -0.14
N -1.380726 -1.160678 -1.720204 1.06 0.37 0.30 0.09
C 0.634155 0.276380 -0.044461 -0.60 1.76 -0.82 -0.34
C 0.656902 0.681458 -1.336362 2.56 -0.37 -0.17 0.03
C -1.530106 -0.659486 -0.557273 -1.94 -3.02 1.28 -0.23
C 1.548373 0.707767 1.058693 -0.02 0.16 -0.15 -0.04
H 1.874853 -0.158187 1.634325 0.06 0.00 -0.06 0.08
H 0.312713 0.102677 -2.172070 -1.03 0.24 0.25 0.03
H -2.166224 -1.705355 -2.057142 -0.53 0.81 0.13 0.05
H 1.051470 1.385641 1.754300 -0.03 0.01 0.01 0.08
H 2.411236 1.212999 0.633591 0.03 -0.04 0.00 0.08
H -1.143507 -0.278759 2.457613 -0.58 1.75 -1.63 0.13
H 1.450314 1.337771 -1.659132 0.47 0.10 0.37 0.05
H -2.480784 -0.787754 -0.015223 0.14 0.22 -0.04 0.13
```
Positions in Å, forces in eV/Å.



Formula: C5H9N2OS
Source: OMol25
Level of theory: ωB97M-V with the def2-TZVPD basis set

Calculated values
E_HOMO in eV: -12.91
Gap between HOMO and LUMO in eV: 8.88
Energy above the lowest of the compared OMol25 structures with the same formula, charge and spin in kcal/mol: 50.2
LUMO level in eV: -4.03
Charge: +1

The geometry in XYZ format:
```
18
Properties=species:S:1:pos:R:3:forces:R:3:lowdin_charge:R:1
S -1.427616 0.408828 0.536522 1.60 0.88 1.11 1.26
O -2.294207 -1.888649 0.176094 -0.92 -1.41 -0.51 0.09
N 0.274812 0.684574 0.537816 -0.05 0.79 -0.01 -0.19
N -0.550074 -1.355371 -1.211954 0.55 -1.17 -2.09 0.11
C 0.462702 -0.418505 -1.524419 2.20 0.22 -1.13 -0.05
C 0.932387 0.547198 -0.718823 -1.62 -0.97 -0.04 -0.38
C -1.444895 -1.198302 -0.275591 -0.25 -0.08 0.10 -0.68
C 2.130759 1.407429 -0.850925 0.34 1.31 0.35 -0.03
C -1.515929 -0.363006 2.175870 -2.52 0.82 -1.09 -0.18
H -1.876434 0.520748 2.724082 0.88 -0.72 0.90 0.07
H 0.555093 1.576537 0.963487 -0.60 -0.38 0.11 0.12
H 1.066539 -0.659002 -2.422027 -0.87 0.18 0.56 0.15
H 2.774899 1.048056 -1.637432 0.17 -0.08 -0.28 0.08
H 2.686146 1.254152 0.117705 -0.30 0.59 -0.91 0.11
H -0.590676 -0.916403 2.334368 -0.18 0.42 0.47 0.09
H -0.681770 -2.177164 -1.863665 0.29 1.24 1.17 0.22
H 1.925708 2.537641 -1.065037 0.17 -2.07 0.64 0.14
H -2.427444 -1.008762 2.003930 1.09 0.43 0.64 0.08
```
Positions in Å, forces in eV/Å.



Which of these has the lowest LUMO level?
C5H9N2OS



Copy entry 2 word for word.
Formula: C7H14O4S
Source: OMol25
Level of theory: ωB97M-V with the def2-TZVPD basis set

Calculated values
E_HOMO in eV: -8.81
Gap between HOMO and LUMO in eV: 9.65
SMILES string: CCOCOC(=O)OCSCC
Energy above the lowest of the compared OMol25 structures with the same formula, charge and spin in kcal/mol: 25.9
LUMO level in eV: 0.84

The geometry in XYZ format:
```
26
Properties=species:S:1:pos:R:3:forces:R:3:lowdin_charge:R:1
S -3.971536 0.625293 -0.840323 0.35 -0.12 -0.16 0.91
O 0.001439 2.484404 -1.117474 0.74 5.20 -1.44 0.21
O 2.933745 -0.067355 -0.484338 -0.43 -0.37 0.14 -0.08
O -1.321617 0.934022 -0.346431 -1.03 -1.18 -0.43 -0.01
O 0.768424 0.457739 -0.927909 0.61 -1.53 0.74 0.10
C 4.842851 -1.334487 0.103150 -0.38 0.51 0.00 -0.06
C -4.148076 -1.776987 0.436662 0.34 0.75 -0.27 -0.17
C -3.901761 -0.282622 0.739045 -0.57 -0.52 0.02 -0.52
C 3.855094 -0.258666 0.568508 1.03 -1.08 -0.46 -0.27
C -2.437703 1.575633 -1.000393 -0.25 -0.01 0.68 -0.45
C -0.167640 1.388310 -0.816547 -0.54 -2.68 0.72 -0.68
C 1.894274 0.754433 -0.112185 0.41 0.82 0.03 -0.22
H 4.440830 0.640129 0.775760 -0.38 0.30 0.15 0.12
H 5.771917 -1.230443 0.655461 0.10 -0.24 0.09 0.07
H 2.207862 1.791990 -0.256991 -0.29 0.19 -0.13 0.15
H -2.235997 1.642751 -2.062705 -0.02 0.00 -0.20 0.09
H 4.410871 -2.320136 0.229745 0.09 -0.20 0.04 0.07
H -4.645514 -2.282394 1.258795 0.10 -0.08 0.14 0.07
H 1.601718 0.637452 0.939404 0.07 -0.33 0.03 0.15
H -3.210988 -2.259989 0.174060 0.01 -0.19 0.04 0.07
H 3.360232 -0.644817 1.461285 -0.20 0.42 0.19 0.12
H -4.744549 0.057051 1.332905 0.04 0.33 0.15 0.06
H -2.988837 -0.116753 1.298518 0.16 0.17 -0.14 0.07
H -2.573258 2.576294 -0.615117 0.13 0.16 0.24 0.09
H 5.044491 -1.183210 -0.952208 0.13 0.02 -0.14 0.08
H -4.786269 -1.807641 -0.440678 -0.21 -0.34 -0.04 0.04
```
Positions in Å, forces in eV/Å.



Copy entry 3 word for word.
Formula: C4H8N2O
Source: OMol25
Level of theory: ωB97M-V with the def2-TZVPD basis set

Calculated values
E_HOMO in eV: -7.85
Gap between HOMO and LUMO in eV: 8.41
SMILES string: [H]/N=C/N(O)C(=C)C
Energy above the lowest of the compared OMol25 structures with the same formula, charge and spin in kcal/mol: 123.4
LUMO level in eV: 0.56

The geometry in XYZ format:
```
15
Properties=species:S:1:pos:R:3:forces:R:3:lowdin_charge:R:1
O -0.690962 -0.643427 1.677562 1.05 -3.05 0.41 -0.01
N -0.547709 -0.311046 0.345783 -0.64 1.07 0.14 -0.14
N -1.380726 -1.160678 -1.720204 1.06 0.37 0.30 0.09
C 0.634155 0.276380 -0.044461 -0.60 1.76 -0.82 -0.34
C 0.656902 0.681458 -1.336362 2.56 -0.37 -0.17 0.03
C -1.530106 -0.659486 -0.557273 -1.94 -3.02 1.28 -0.23
C 1.548373 0.707767 1.058693 -0.02 0.16 -0.15 -0.04
H 1.874853 -0.158187 1.634325 0.06 0.00 -0.06 0.08
H 0.312713 0.102677 -2.172070 -1.03 0.24 0.25 0.03
H -2.166224 -1.705355 -2.057142 -0.53 0.81 0.13 0.05
H 1.051470 1.385641 1.754300 -0.03 0.01 0.01 0.08
H 2.411236 1.212999 0.633591 0.03 -0.04 0.00 0.08
H -1.143507 -0.278759 2.457613 -0.58 1.75 -1.63 0.13
H 1.450314 1.337771 -1.659132 0.47 0.10 0.37 0.05
H -2.480784 -0.787754 -0.015223 0.14 0.22 -0.04 0.13
```
Positions in Å, forces in eV/Å.